The following is a quantum chemistry calculation of one molecule with the formula C3H4N4O in a non-equilibrium geometry, from OMol25.

CARTESIAN COORDINATES (ANGSTROEM)
C -1.6231 0.5882 0.0134
C -0.1437 0.3128 0.1895
C 2.3140 -0.5150 -0.2372
H -1.8495 -1.3062 0.1279
H -2.0729 1.1099 0.9078
H -2.0011 1.3249 -0.6347
H 3.3069 -0.8562 -0.3644
N 0.8185 1.3490 0.0720
N 2.0794 0.9371 -0.1498
N 1.4601 -1.4070 0.0169
N 0.1214 -0.9286 0.4097
O -2.4099 -0.6088 -0.3511

* calculated total energy: -410.840260 Ha
* energy above the lowest of the compared OMol25 structures with the same formula, charge and spin: 428.02 kJ/mol
* gap between HOMO and LUMO: 8.827 eV
* SMILES: OCc1nncnn1

Results of the natural (NBO) charge analysis, in e, for atoms 1 through 6: -0.15 0.32 0.14 0.49 0.20 0.23